A molecular structure, C21H37GaO14P, computed with the ωB97M-V functional and the def2-TZVPD basis.

Structure (XYZ):
```
74
Properties=species:S:1:pos:R:3:forces:R:3:mulliken_charge:R:1
C -1.34691 -2.22814 2.99733 0.13 0.10 -0.60 -0.73
C -1.28768 -1.63477 1.57274 0.17 -0.67 -0.06 -0.33
P 0.31883 -1.90966 0.66494 0.66 0.55 0.25 -0.18
C 0.51300 -3.76644 0.49800 0.34 0.19 0.82 -0.70
C 1.60954 -4.30011 1.46108 -0.29 -0.25 -0.35 -1.00
Ga -0.07765 -0.95598 -1.47382 0.00 0.08 -0.16 0.18
C 1.17818 -1.70158 -2.91739 -0.80 0.61 0.10 -0.74
C 0.74214 -1.13009 -4.27074 0.41 -0.60 0.29 -0.76
C 1.61928 -1.62711 -5.41180 -0.79 -0.15 -0.12 -0.67
O 2.96909 -1.11833 -5.39780 -0.27 -0.79 0.49 -0.35
C 3.08312 0.19363 -5.43653 1.54 0.12 0.48 0.83
C 4.37142 0.68736 -4.84674 0.71 -1.11 -0.12 -1.07
O 2.29634 0.93865 -5.90971 -1.77 1.23 -0.90 -0.56
H -2.33836 -2.63916 3.18278 -0.17 -0.01 0.24 0.27
H -0.62636 -3.02839 3.13996 0.00 0.03 -0.09 -0.10
H -1.13006 -1.44852 3.72004 0.02 0.07 0.28 0.30
H -1.41881 -0.55994 1.63676 -0.05 0.22 -0.23 0.38
H -2.09983 -2.02884 0.96391 -0.23 0.01 -0.05 0.03
H -0.41547 -4.28061 0.73406 -0.28 -0.05 -0.24 0.35
H 0.83327 -4.02602 -0.50247 -0.29 0.11 -0.43 0.47
H 1.20411 -5.04145 2.13702 -0.10 -0.17 0.27 0.15
H 2.40497 -4.78788 0.90194 0.22 -0.01 -0.08 0.38
H 2.04146 -3.50313 2.04882 0.14 0.24 0.16 0.32
H -1.60322 -1.19023 -1.87258 0.05 -0.28 -0.21 -0.28
H 0.15434 0.64047 -1.39483 0.10 -0.03 0.04 -0.28
H 1.01658 -2.77462 -2.97573 0.35 -0.36 0.12 0.32
H 2.21865 -1.46311 -2.71769 0.26 -0.14 0.10 0.38
H -0.24759 -1.53071 -4.47326 -0.31 0.02 -0.16 0.36
H 0.63492 -0.05244 -4.26400 0.11 0.28 -0.06 0.35
H 1.13250 -1.48598 -6.37450 0.26 0.43 -0.31 0.30
H 1.71765 -2.69390 -5.27919 0.33 -0.34 0.01 0.41
H 4.22721 1.08607 -3.85270 -0.23 0.30 0.12 0.22
H 4.84088 1.38801 -5.51562 -0.06 0.58 -0.08 0.33
H 5.05568 -0.15103 -4.75105 0.11 -0.13 0.14 0.33
C -0.72201 3.70470 -1.29813 -0.12 -0.13 -0.27 -0.24
C -0.83564 5.15979 -0.90599 -0.04 0.12 -0.24 0.10
O -0.85625 5.09654 0.52321 0.03 -0.13 0.02 -0.35
C -0.25440 3.93066 0.89302 0.02 -0.11 -0.17 0.63
O 0.03673 3.65730 2.01394 0.01 0.09 0.01 -0.58
O -0.03509 3.14225 -0.18138 0.03 0.31 0.38 -0.19
H -0.15402 3.55376 -2.21241 0.12 -0.16 0.11 0.31
H -1.69023 3.21132 -1.40004 0.02 -0.03 0.04 0.19
H 0.02984 5.74063 -1.21913 -0.01 0.02 0.03 -0.09
H -1.73826 5.63443 -1.28518 -0.05 0.02 0.21 0.32
C -6.01424 -1.49249 1.00311 -0.06 0.02 0.18 -0.29
C -6.19885 -2.47247 -0.13471 -0.09 -0.19 -0.03 -0.34
O -5.54831 -1.81672 -1.21964 -0.01 0.10 0.20 -0.34
C -4.63031 -0.94310 -0.69778 0.21 -0.01 0.01 0.62
O -3.80601 -0.37595 -1.32121 -0.43 0.22 0.00 -0.40
O -4.80170 -0.83531 0.65420 -0.13 -0.09 -0.17 -0.29
H -5.92100 -1.97863 1.97218 0.16 0.06 0.00 0.28
H -6.81770 -0.75241 1.05052 -0.01 -0.02 -0.04 0.25
H -5.70036 -3.42623 0.05237 0.03 0.03 0.04 0.27
H -7.24528 -2.65798 -0.37026 0.04 0.07 -0.15 0.28
C -0.79422 -4.46321 7.54135 -0.05 -0.05 0.19 -0.32
C -0.33403 -3.11179 7.04081 -0.01 0.21 0.12 -0.33
O 0.17853 -3.42091 5.74784 -0.06 -0.22 0.11 -0.27
C -0.41454 -4.56350 5.31742 0.05 0.09 -0.14 0.64
O -0.33337 -4.99082 4.21676 -0.02 -0.31 0.24 -0.44
O -1.11987 -5.14664 6.33172 0.08 0.14 -0.03 -0.35
H -1.66256 -4.40299 8.19385 -0.09 -0.09 -0.13 0.28
H -0.00009 -5.01132 8.05380 0.02 0.02 -0.03 0.25
H -1.15674 -2.40172 6.93322 -0.02 -0.04 -0.02 0.24
H 0.43891 -2.66776 7.66395 0.11 -0.01 -0.15 0.30
C 4.30056 7.67121 -0.67522 0.22 0.03 0.07 -0.34
C 3.77672 6.30505 -1.05360 0.18 -0.27 -0.01 -0.35
O 2.36722 6.45461 -0.86945 0.06 0.30 -0.02 -0.26
C 2.06685 7.77463 -0.97593 -0.04 -0.04 0.00 0.64
O 0.96674 8.21474 -1.04274 0.05 0.00 -0.02 -0.50
O 3.20082 8.52452 -1.00059 -0.08 -0.14 0.01 -0.36
H 5.18744 7.95723 -1.23563 -0.11 0.14 -0.08 0.30
H 4.50951 7.75796 0.39278 -0.04 -0.03 0.00 0.26
H 3.97082 6.05395 -2.09798 -0.02 0.05 0.00 0.26
H 4.16318 5.51064 -0.42027 -0.20 -0.04 0.05 0.32
```
Positions in Å, forces in eV/Å.

Summary:
* DFT total energy: -112706.7244 eV
* multiplicity: 1
* HOMO: -0.1077 Ha
* charge: -1
* orbital gap: 5.09 eV

---

12 unconnected molecules or ions with the total composition C12H44F3N22O14S, computed with the ωB97M-V functional and the def2-TZVPD basis.

Structure (XYZ):
```
96
Properties=species:S:1:pos:R:3:forces:R:3:mulliken_charge:R:1
C -0.60048 0.13065 0.65614 0.12 0.05 0.98 0.04
F -0.45393 0.10575 2.03293 0.15 0.30 -1.77 -0.14
F -1.91160 -0.12359 0.40529 0.93 -0.58 -0.03 0.29
F -0.42963 1.36555 0.20921 0.46 0.37 0.18 0.47
S 0.65060 -1.00986 -0.19797 0.11 -0.78 -1.52 -0.18
O 0.32308 -2.33701 0.29718 0.75 1.50 0.16 -0.71
O 0.40334 -0.77274 -1.59980 -1.02 -0.05 0.04 -0.50
O 1.99002 -0.48120 0.07710 -1.12 -0.34 1.36 -0.88
C -0.71204 -1.99416 -5.18749 1.76 0.92 2.87 0.23
O 0.18689 -1.29139 -5.64211 -0.18 -0.44 -0.14 -0.57
N -0.89534 -2.18971 -3.83544 0.23 0.32 -0.23 0.15
N -1.61615 -2.65567 -5.92074 -0.94 -0.65 -1.15 -0.73
H -0.27617 -1.78886 -3.14547 0.01 0.31 -0.23 -0.14
H -1.65270 -2.72623 -3.43714 0.05 -0.21 -0.39 0.31
H -2.51456 -2.36795 -5.55993 -0.60 -0.52 -0.68 0.39
H -1.40610 -2.52337 -6.89976 -0.67 0.21 -0.07 0.33
C -2.50324 -3.21884 2.20621 -0.36 -3.57 2.89 -0.91
O -2.62757 -4.33230 2.79259 -0.03 1.54 -1.44 -0.40
N -1.52748 -2.39224 2.45344 2.66 2.06 0.92 0.12
N -3.35904 -2.65567 1.38058 -1.40 -0.68 -0.88 -0.05
H -1.48398 -1.59708 1.83222 0.57 -0.65 0.87 0.05
H -0.76114 -2.61425 3.07274 -0.24 -0.03 -0.38 0.24
H -3.19570 -1.67288 1.21458 -1.15 -0.41 -0.72 0.07
H -4.08127 -3.31103 1.11794 -0.67 0.93 -0.66 0.61
C -1.97817 2.97777 2.74322 -1.41 0.68 1.23 0.51
O -3.10547 2.76526 3.14029 -2.10 -0.31 0.20 -0.79
N -0.93363 2.65843 3.38424 4.40 -2.68 4.64 -0.23
N -1.60358 3.64542 1.72502 -1.38 2.81 -5.26 -0.06
H -1.04645 2.16108 4.25602 0.37 0.20 -0.18 0.21
H -0.03568 2.93430 3.01321 0.15 -0.28 0.54 0.17
H -0.64580 3.94970 1.62414 -0.02 0.15 -0.51 0.34
H -2.32623 3.76420 1.02948 0.66 0.53 -0.12 0.03
C 3.31991 0.49138 -4.28381 1.06 0.90 1.12 0.73
O 3.22349 1.37556 -5.05526 -0.01 3.84 -3.24 -0.67
N 2.41399 -0.38735 -4.12392 -3.39 -3.89 0.57 -0.15
N 4.32259 0.40197 -3.41846 3.29 -0.66 2.39 -0.41
H 1.52798 -0.24828 -4.58840 0.09 -0.60 -0.21 0.09
H 2.53532 -1.16281 -3.48829 -0.47 0.30 -0.11 0.07
H 4.43155 -0.42868 -2.85433 -0.03 0.36 0.04 0.18
H 4.95612 1.16473 -3.22627 -0.30 -0.21 -0.54 0.18
C -2.40331 2.54959 -2.24840 0.46 -0.85 -1.50 0.39
O -2.26124 3.43308 -3.03772 0.20 2.73 -2.66 -0.73
N -2.79367 2.70040 -1.04394 -1.47 0.50 5.64 0.30
N -2.09516 1.28390 -2.46471 0.93 -1.55 -2.06 -0.04
H -2.83347 1.78997 -0.60848 -1.07 0.70 1.10 -0.58
H -3.44783 3.39832 -0.71977 0.05 -0.21 -0.43 0.30
H -1.73906 1.16364 -3.40217 0.26 -0.94 0.41 0.14
H -2.15214 0.58500 -1.73781 0.10 -0.22 -0.83 -0.04
C 0.00087 5.54886 -1.06197 3.78 2.76 2.62 0.61
O 0.87871 6.28263 -0.54232 -0.65 -0.26 -0.68 -0.77
N 0.07331 4.27960 -1.05583 2.02 -5.84 0.80 -0.28
N -1.09489 5.97313 -1.54376 -3.42 3.14 -1.48 -0.38
H 0.82366 3.98777 -0.44598 -0.05 -0.41 -0.41 0.03
H -0.75038 3.69587 -1.08567 0.17 0.12 -0.06 0.19
H -1.19578 6.92374 -1.21779 -1.17 0.01 -0.88 0.22
H -1.70809 5.30160 -1.98324 -0.63 0.59 -0.22 0.28
C 4.91037 0.41466 1.29091 2.35 1.88 1.92 0.39
O 5.99124 0.73674 1.76619 1.16 -0.21 -0.51 -0.77
N 4.53362 0.41092 0.04892 1.38 0.29 -4.65 -0.15
N 3.83987 0.28230 2.01007 -3.06 -1.09 3.25 -0.03
H 5.19957 0.82352 -0.58856 -0.48 -0.25 -0.27 0.10
H 3.54964 0.29901 -0.14948 0.40 0.05 -0.86 0.46
H 3.14012 -0.16620 1.43622 -0.85 -0.19 1.22 0.29
H 3.97437 -0.02153 2.96384 -0.14 -0.28 -0.02 0.28
C 2.13378 3.60262 1.66532 0.80 -0.11 -1.61 0.38
O 1.18216 4.23465 1.99761 -3.02 1.80 1.80 -0.80
N 2.15164 2.64321 0.78971 -0.13 -4.11 -2.61 -0.18
N 3.37992 3.90395 1.93210 2.77 2.18 2.61 -0.38
H 1.38896 2.16528 0.33145 -0.10 0.39 0.60 0.20
H 2.97264 2.06746 0.91041 -0.31 -0.32 -0.57 0.17
H 4.17637 3.34788 1.65544 -0.23 0.25 0.22 0.13
H 3.46964 4.63641 2.62170 0.52 -0.22 -0.13 0.27
C 3.87370 -3.15563 3.43486 -0.34 5.96 -2.99 0.46
O 4.41432 -2.12694 3.81990 -0.21 0.97 1.02 -0.68
N 4.21171 -4.29749 3.80042 1.14 -6.83 2.04 -0.33
N 3.03519 -3.13962 2.36970 -1.49 1.04 -1.43 -0.21
H 3.87136 -5.00374 3.16366 0.51 -0.70 0.85 0.18
H 4.85955 -4.44915 4.56029 -0.23 -0.06 -0.44 0.25
H 2.50103 -3.87035 1.92158 0.18 -0.37 0.52 0.29
H 2.85414 -2.25298 1.92116 0.19 -0.06 0.34 -0.05
C -0.76399 -5.60393 -0.29445 4.85 -1.28 -0.45 0.04
O 0.48374 -5.73909 -0.21380 -0.94 -0.42 0.46 -0.58
N -1.62929 -6.57867 -0.33339 -1.02 -3.72 0.51 -0.65
N -1.32514 -4.49121 -0.52609 -1.25 4.22 -0.40 0.12
H -1.16096 -7.46273 -0.47195 -0.79 -0.19 -0.08 0.28
H -2.52672 -6.33763 -0.72915 -0.04 -0.83 -0.08 0.60
H -2.32934 -4.53022 -0.42524 0.00 1.40 -0.06 0.11
H -0.69426 -3.70957 -0.42057 -0.82 0.58 0.07 0.13
C -4.83608 0.34489 1.26801 1.81 2.47 -0.39 -1.19
O -4.62185 0.89963 0.24067 1.08 2.10 -4.78 -0.16
N -4.15520 0.55393 2.32259 2.95 -0.71 4.56 0.30
N -5.81089 -0.41114 1.45456 -7.24 -5.71 0.05 -0.24
H -4.30779 -0.14628 3.03429 0.53 0.55 0.41 0.19
H -3.45437 1.27156 2.44062 -0.38 0.11 0.12 -0.05
H -6.09921 -0.83989 2.32240 0.47 0.22 -0.05 0.38
H -6.28694 -0.81041 0.65828 0.12 0.20 -0.07 0.55
```
Positions in Å, forces in eV/Å.

Summary:
* DFT total energy: -93599.2746 eV
* multiplicity: 2
* energy relative to the best compared isomer or geometry (same formula, charge and spin): 0.0 kcal/mol
* HOMO (spin up / spin down): 0.0718 / -0.1876 Ha
* charge: -2
* orbital gap (spin up / spin down): 2.06 / 9.07 eV

---

2 unconnected molecules or ions with the total composition C2H5PS2, computed with the ωB97M-V functional and the def2-TZVPD basis.

Structure (XYZ):
```
10
Properties=species:S:1:pos:R:3:forces:R:3:mulliken_charge:R:1
C 0.07412 0.38000 -0.54785 -0.25 -0.63 1.41 -0.84
C 0.83176 0.46546 0.54371 -0.34 0.48 -1.87 -0.48
P -2.13702 -0.38176 0.81974 -1.70 0.94 0.22 0.37
S -3.28707 -0.30064 -0.72640 0.46 0.36 0.63 -0.27
S -1.95251 0.69815 2.40833 -0.18 -0.65 -0.82 -0.28
H 0.01111 -0.62180 -0.92885 -0.32 0.05 -1.29 0.41
H -1.74958 -1.69034 0.83567 0.86 -0.69 0.48 0.12
H -0.65605 1.18897 -0.69647 0.59 -0.55 -0.77 0.35
H 0.80474 1.40398 0.96624 0.25 1.77 1.62 0.34
H 1.53213 -0.23646 0.88273 0.63 -1.07 0.39 0.27
```
Positions in Å, forces in eV/Å.

Summary:
* DFT total energy: -33112.8766 eV
* multiplicity: 1
* energy relative to the best compared isomer or geometry (same formula, charge and spin): 28.1 kcal/mol
* HOMO: -0.3490 Ha
* orbital gap: 8.19 eV

---

2 unconnected molecules or ions with the total composition C5H11NO, computed with the ωB97M-V functional and the def2-TZVPD basis.

Structure (XYZ):
```
18
Properties=species:S:1:pos:R:3:forces:R:3:mulliken_charge:R:1
C 1.74022 -0.83077 -1.02862 -0.04 0.11 -0.06 -0.68
C 1.21298 0.37831 -0.84237 0.09 -0.11 -0.07 -0.22
N 0.09211 0.61695 -0.01879 0.16 -0.06 -0.06 -0.16
C -0.95329 1.50482 -0.49921 -0.10 0.22 -0.06 -0.56
C -1.19259 0.04195 -0.39280 -0.13 -0.17 -0.04 0.23
C -2.03548 -0.56926 0.69438 -0.01 0.01 0.03 -1.47
H 1.30422 -1.70987 -0.56022 0.04 0.12 -0.11 0.29
H 2.63609 -0.96494 -1.62447 -0.13 0.07 0.06 0.29
H 1.66703 1.27392 -1.26526 -0.04 -0.12 0.06 0.29
H -1.37142 2.18013 0.24487 0.06 -0.13 -0.11 0.25
H -0.83402 1.93100 -1.49504 0.00 -0.09 0.15 0.30
H -1.18296 -0.49876 -1.34059 0.01 0.08 0.15 0.41
H -1.66656 -1.56766 0.95275 -0.06 0.13 -0.03 0.29
H -3.07599 -0.66218 0.36511 0.14 0.02 0.05 0.38
H -2.01002 0.04966 1.59660 0.01 -0.07 -0.12 0.33
O 1.99696 -0.59368 2.07555 -0.06 0.11 -0.01 -0.68
H 2.53697 -0.34896 1.31433 0.03 -0.12 0.12 0.34
H 1.13575 -0.23064 1.82379 0.04 0.01 0.06 0.39
```
Positions in Å, forces in eV/Å.

Summary:
* DFT total energy: -8899.3289 eV
* multiplicity: 1
* energy relative to the best compared isomer or geometry (same formula, charge and spin): 54.6 kcal/mol
* HOMO: -0.3284 Ha
* structure (SMILES): C=CN1C[C@@H]1C.O
* orbital gap: 9.94 eV

---

- The lowest DFT total energy belongs to which entry?
  C21H37GaO14P

---

- Which value of multiplicity does entry 2 give?
  2